1) {
  "formula": "C5H5NO",
  "method": "wB97M-V/def2-TZVPD",
  "elements": ["O", "N", "C", "C", "C", "C", "C", "H", "H", "H", "H", "H"],
  "coordinates": [[0.897, -2.394, -1.127], [-0.160, -0.354, -0.626], [0.713, -1.403, -0.452], [-1.911, -0.419, -1.579], [-2.956, -0.843, -1.893], [0.303, 0.517, 0.430], [1.266, -0.618, 0.721], [2.412, -0.318, 0.852], [0.902, -0.923, 1.790], [-0.351, 0.738, 1.277], [0.712, 1.453, 0.013], [-3.822, -1.318, -2.162]],
  "orbital_gap_ev": 9.2,
  "lumo_ev": -0.859
}

=====

2) {
  "formula": "C5H5NO",
  "method": "wB97M-V/def2-TZVPD",
  "elements": ["O", "N", "C", "C", "C", "C", "C", "H", "H", "H", "H", "H"],
  "coordinates": [[-0.966, 0.696, 1.459], [1.764, 0.532, 0.803], [-0.659, -0.090, 0.583], [-2.437, -1.661, -0.626], [1.296, 1.116, -0.435], [0.738, -0.178, 0.059], [-1.639, -0.962, -0.053], [1.027, -1.118, -0.405], [2.001, 1.104, -1.262], [1.307, 0.994, 1.590], [0.636, 1.979, -0.386], [-3.146, -2.274, -1.139]],
  "smiles": "C#CC(=O)[C@H]1CN1",
  "orbital_gap_ev": 10.1,
  "lumo_ev": 0.020
}

=====

3) {
  "formula": "C5H5NO",
  "method": "wB97M-V/def2-TZVPD",
  "elements": ["O", "N", "C", "C", "C", "C", "C", "H", "H", "H", "H", "H"],
  "coordinates": [[0.798, -0.496, 2.441], [1.986, -0.951, -0.771], [-2.069, 1.023, 0.816], [0.211, -0.787, 1.517], [-1.093, 0.591, 0.259], [0.724, -0.893, -0.651], [-0.090, 0.363, -0.807], [0.149, -1.821, -0.630], [-0.596, 0.280, -1.783], [2.394, -0.018, -0.676], [-2.981, 1.469, 1.133], [0.568, 1.241, -0.847]],
  "orbital_gap_ev": 10.5,
  "lumo_ev": 0.769
}

=====

2) takes first place; second place is 0.0249 hartree up.

=====

1) {
  "formula": "C5H5NO",
  "method": "wB97M-V/def2-TZVPD",
  "elements": ["O", "N", "C", "C", "C", "C", "C", "H", "H", "H", "H", "H"],
  "coordinates": [[-1.640, -0.961, -0.763], [0.424, -1.616, -0.538], [1.122, 0.822, 0.178], [-0.381, -0.697, -1.097], [-0.460, -1.183, 0.487], [-0.208, 0.347, 0.692], [-0.004, 0.727, -0.803], [-0.836, 0.952, 1.340], [1.923, 0.094, 0.120], [-0.516, 1.581, -1.228], [1.407, 1.829, 0.469], [-0.786, -1.846, 1.292]],
  "orbital_gap_ev": 9.0,
  "lumo_ev": 0.182
}

=====

2) {
  "formula": "C5H5NO",
  "method": "wB97M-V/def2-TZVPD",
  "elements": ["O", "N", "C", "C", "C", "C", "C", "H", "H", "H", "H", "H"],
  "coordinates": [[-0.844, -1.512, 1.573], [0.838, -1.824, -1.966], [-0.559, 0.546, 0.363], [0.607, -0.798, -1.483], [0.909, 0.715, 0.525], [0.348, 0.481, -0.857], [-1.262, -0.720, 0.762], [1.443, -0.118, 0.967], [1.303, 1.704, 0.734], [0.298, 1.317, -1.548], [-1.187, 1.432, 0.408], [-2.217, -0.898, 0.220]],
  "smiles": "N#C[C@@H]1C[C@@H]1C=O",
  "orbital_gap_ev": 11.0,
  "lumo_ev": 0.566
}

=====

3) {
  "formula": "C5H5NO",
  "method": "wB97M-V/def2-TZVPD",
  "elements": ["O", "N", "C", "C", "C", "C", "C", "H", "H", "H", "H", "H"],
  "coordinates": [[-1.184, -1.681, 0.390], [1.296, -0.702, -0.604], [-1.241, -0.468, 0.298], [-2.350, 0.488, 0.597], [-2.602, 1.674, 0.678], [2.548, -0.700, -0.374], [-0.282, 0.558, 0.032], [3.153, 0.184, -0.579], [0.865, -1.604, -0.396], [3.076, -1.556, 0.065], [-0.453, 1.095, -0.897], [-2.826, 2.713, 0.790]],
  "orbital_gap_ev": 8.7,
  "lumo_ev": -0.111
}

=====

2) takes first place; second place is 0.1711 hartree up.

=====

1) {
  "formula": "C5H5NO",
  "method": "wB97M-V/def2-TZVPD",
  "elements": ["O", "N", "C", "C", "C", "C", "C", "H", "H", "H", "H", "H"],
  "coordinates": [[0.084, 0.901, -1.893], [-0.858, -1.708, 1.986], [-0.894, -1.014, 1.064], [1.167, 0.508, 0.235], [-1.138, -0.243, -0.149], [1.867, -0.114, 0.991], [-0.064, 0.835, -0.494], [0.899, 0.458, -2.149], [-0.429, 1.817, -0.188], [2.463, -0.660, 1.682], [-1.198, -0.962, -0.972], [-2.127, 0.209, -0.041]],
  "smiles": "C#C[C@@H](O)CC#N",
  "orbital_gap_ev": 11.3,
  "lumo_ev": 0.667
}

=====

2) {
  "formula": "C5H5NO",
  "method": "wB97M-V/def2-TZVPD",
  "elements": ["O", "N", "C", "C", "C", "C", "C", "H", "H", "H", "H", "H"],
  "coordinates": [[0.642, 1.347, -2.139], [-0.800, -1.969, 1.461], [-1.468, -1.064, 0.415], [-0.163, -0.985, 1.011], [1.060, 0.778, 0.132], [1.072, -0.224, 0.986], [0.568, 1.559, -0.803], [0.961, 0.445, -2.292], [-1.596, -1.478, -0.586], [1.909, -0.498, 1.619], [-2.274, -0.415, 0.759], [0.089, 2.503, -0.561]],
  "smiles": "OC=C=CC1=NC1",
  "orbital_gap_ev": 9.9,
  "lumo_ev": 0.201
}

=====

1) takes first place; second place is 0.0438 hartree up.

=====

1) {
  "formula": "C5H5NO",
  "method": "wB97M-V/def2-TZVPD",
  "elements": ["O", "N", "C", "C", "C", "C", "C", "H", "H", "H", "H", "H"],
  "coordinates": [[2.279, 0.286, 0.595], [-1.249, 0.891, 0.925], [0.959, 0.187, 0.280], [0.450, -0.632, -0.708], [0.062, 0.931, 1.080], [-0.929, -0.674, -0.855], [-1.731, 0.100, -0.038], [1.087, -1.216, -1.379], [0.466, 1.576, 1.869], [-2.814, 0.080, -0.119], [2.798, -0.227, -0.029], [-1.378, -1.301, -1.622]],
  "smiles": "Oc1cccnc1",
  "orbital_gap_ev": 9.7,
  "lumo_ev": 0.710
}

=====

2) {
  "formula": "C5H5NO",
  "method": "wB97M-V/def2-TZVPD",
  "elements": ["O", "N", "C", "C", "C", "C", "C", "H", "H", "H", "H", "H"],
  "coordinates": [[1.101, -1.824, -0.202], [-1.196, 2.169, -0.985], [-0.371, 1.425, -0.679], [-0.772, -0.690, 0.855], [0.642, -0.673, 0.465], [0.831, 0.637, -0.417], [-1.876, -0.211, 0.864], [1.542, 1.320, 0.060], [1.242, 0.345, -1.388], [0.400, -2.154, -0.779], [-2.836, 0.245, 0.868], [1.294, -0.589, 1.339]],
  "smiles": "C#C[C@@H](O)CC#N",
  "orbital_gap_ev": 11.2,
  "lumo_ev": 0.637
}

=====

3) {
  "formula": "C5H5NO",
  "method": "wB97M-V/def2-TZVPD",
  "elements": ["O", "N", "C", "C", "C", "C", "C", "H", "H", "H", "H", "H"],
  "coordinates": [[1.850, -1.477, -0.326], [1.210, 1.540, 0.198], [-0.535, -1.624, -0.388], [0.499, 0.525, -0.544], [-0.152, 1.175, 0.608], [0.765, -0.954, -0.420], [-1.728, -1.751, -0.244], [0.186, 0.807, -1.549], [1.891, 1.122, 0.826], [-2.780, -1.860, -0.113], [-0.276, 0.584, 1.515], [-0.931, 1.912, 0.437]],
  "smiles": "C#CC(=O)[C@H]1CN1",
  "orbital_gap_ev": 9.9,
  "lumo_ev": 0.040
}

=====

4) {
  "formula": "C5H5NO",
  "method": "wB97M-V/def2-TZVPD",
  "elements": ["O", "N", "C", "C", "C", "C", "C", "H", "H", "H", "H", "H"],
  "coordinates": [[1.164, -1.172, 2.037], [0.809, -0.261, -1.240], [-2.084, 1.275, 0.043], [0.081, 0.260, -0.417], [-0.771, 1.205, -0.008], [1.502, -1.341, -0.594], [0.818, -0.997, 0.899], [-2.665, 0.540, -0.511], [-2.520, 1.944, 0.720], [2.633, -1.131, -0.493], [-0.310, 2.018, 0.682], [1.343, -2.343, -1.117]],
  "orbital_gap_ev": 8.6,
  "lumo_ev": 0.261
}

=====

1) takes first place; second place is 0.1006 hartree up.

=====

1) {
  "formula": "C5H5NO",
  "method": "wB97M-V/def2-TZVPD",
  "elements": ["O", "N", "C", "C", "C", "C", "C", "H", "H", "H", "H", "H"],
  "coordinates": [[0.242, 0.873, 1.831], [-1.732, 0.778, -2.570], [-0.569, 1.167, 0.730], [-0.320, 0.243, -0.458], [-1.085, 0.512, -1.646], [1.371, -1.748, -0.342], [0.529, -0.758, -0.418], [2.417, -1.615, -0.608], [0.075, -0.042, 2.095], [-0.335, 2.193, 0.432], [1.052, -2.736, -0.017], [-1.644, 1.133, 0.971]],
  "smiles": "C=C=C(C#N)CO",
  "orbital_gap_ev": 10.8,
  "lumo_ev": 0.608
}

=====

2) {
  "formula": "C5H5NO",
  "method": "wB97M-V/def2-TZVPD",
  "elements": ["O", "N", "C", "C", "C", "C", "C", "H", "H", "H", "H", "H"],
  "coordinates": [[0.235, 0.252, 1.892], [-1.817, 0.892, 0.073], [0.528, 0.248, 0.713], [2.912, -0.514, -0.192], [-0.473, 0.557, -0.353], [1.852, -0.136, 0.240], [-1.582, -0.436, -0.456], [-0.099, 1.050, -1.248], [-2.015, -0.639, -1.432], [-1.842, 0.865, 1.092], [3.854, -0.858, -0.560], [-1.552, -1.281, 0.230]],
  "smiles": "C#CC(=O)[C@H]1CN1",
  "orbital_gap_ev": 10.1,
  "lumo_ev": 0.061
}

=====

1) takes first place; second place is 0.0329 hartree up.

=====

1) {
  "formula": "C4H7N3O2",
  "method": "wB97M-V/def2-TZVPD",
  "elements": ["O", "O", "N", "N", "N", "C", "C", "C", "C", "H", "H", "H", "H", "H", "H", "H"],
  "coordinates": [[-0.707, -1.623, -0.893], [-0.099, 0.145, -1.881], [2.414, -0.211, -0.605], [-0.547, -0.434, -0.920], [1.926, -0.422, 0.498], [2.598, -0.412, -1.747], [-0.945, 1.685, 0.216], [-1.102, 0.368, 0.214], [-1.673, -0.565, 1.297], [-2.088, 0.084, 2.022], [2.970, -0.725, -2.671], [-0.673, -1.019, 1.784], [-1.511, 2.206, 1.041], [2.030, 0.115, 1.322], [-0.395, 2.085, -0.537], [-2.198, -1.277, 0.861]],
  "orbital_gap_ev": 8.6,
  "lumo_ev": 0.063
}

=====

2) {
  "formula": "C4H7N3O2",
  "method": "wB97M-V/def2-TZVPD",
  "elements": ["O", "O", "N", "N", "N", "C", "C", "C", "C", "H", "H", "H", "H", "H", "H", "H"],
  "coordinates": [[0.277, 1.914, 0.719], [1.958, 2.280, -0.806], [1.074, 1.539, -0.402], [1.033, -1.628, 1.813], [1.370, -0.258, -1.736], [-0.839, -0.402, 0.657], [-2.238, -0.456, 0.107], [0.120, -0.963, 1.274], [0.563, 0.516, -0.993], [-2.690, -0.892, 0.928], [0.886, -0.963, -2.356], [-0.427, 1.232, 0.916], [2.178, 0.170, -2.123], [-2.126, -1.050, -0.725], [-2.443, 0.539, -0.062], [1.306, -1.577, 2.788]],
  "orbital_gap_ev": [6.8, 7.4],
  "lumo_ev": [-0.995, -0.987]
}

=====

1) takes first place; second place is 0.0486 hartree up.